Entry 1:
# C18H31BIrN6Si

C18H31BIrN6Si as an isolated structure (wB97M-V/def2-TZVPD, OMol25).

```
58
Properties=species:S:1:pos:R:3:forces:R:3
Ir -0.283213 0.366848 0.556192 0.31 0.01 0.39
C 3.677317 -0.586732 -0.853282 -0.03 0.01 0.03
C 2.306786 -0.770839 -0.933754 0.11 -0.05 -0.01
N 1.699754 -0.018735 -0.007526 -0.13 0.08 -0.17
N 2.655957 0.672566 0.660209 -0.03 -0.08 -0.01
C 3.851599 0.336631 0.166469 -0.02 -0.02 -0.03
B 2.280134 1.714804 1.738364 -0.11 0.11 0.08
N 1.473663 1.018901 2.862821 0.05 -0.08 -0.13
C 1.812983 0.795472 4.134524 -0.05 0.02 0.09
C 0.853292 -0.015537 4.723521 0.05 0.04 -0.06
C -0.062519 -0.262515 3.715607 0.04 0.04 -0.02
N 0.317249 0.368068 2.594130 -0.06 0.01 -0.05
N 1.375732 2.778512 1.054147 0.06 -0.14 -0.03
C 1.599471 4.067842 0.824158 -0.08 0.08 -0.03
C 0.577486 4.570788 0.016303 0.09 -0.05 0.06
C -0.246348 3.492098 -0.213554 0.01 -0.03 0.01
N 0.233889 2.403062 0.421091 -0.09 0.00 -0.01
H 4.439458 -1.055508 -1.447262 0.03 -0.02 -0.03
H 1.733516 -1.402800 -1.590825 0.00 -0.01 -0.03
H 4.748177 0.776579 0.568702 0.04 0.01 0.01
H 3.251155 2.225427 2.183901 0.12 0.05 0.04
H 2.709004 1.231466 4.541500 0.04 0.00 0.03
H 0.829806 -0.373618 5.735846 0.00 -0.01 0.05
H -0.955738 -0.862005 3.734589 -0.05 -0.03 0.01
H 2.464799 4.554797 1.241230 0.03 0.03 0.00
H 0.469220 5.575069 -0.349768 0.00 0.04 -0.01
H -1.143651 3.427210 -0.803753 -0.03 0.01 -0.02
C -3.114721 0.719628 -1.763493 0.23 -0.16 0.19
Si -2.553485 0.158871 -0.059458 -0.67 0.18 -0.40
C -3.819496 1.064413 1.323042 0.59 -0.53 -0.43
C -5.141315 1.127614 0.596681 -0.27 0.16 0.17
C -3.138758 2.414471 1.441266 -0.11 0.17 0.15
C -3.848758 0.303376 2.620317 -0.15 0.18 0.22
C -2.974752 -2.013774 0.042014 -0.12 -0.05 -0.14
C -2.347716 -2.559893 1.289722 0.04 0.14 0.07
C -4.460898 -2.191817 -0.058399 0.04 0.00 -0.02
C -2.213438 -2.338169 -1.224417 0.00 -0.02 0.00
H -4.127724 0.390932 -2.004159 0.04 -0.02 0.04
H -2.442201 0.373384 -2.546841 0.05 -0.02 -0.02
H -3.105106 1.811743 -1.799307 -0.02 0.03 0.05
H -5.120576 1.795671 -0.261687 0.01 -0.02 -0.02
H -5.868920 1.538423 1.308293 -0.02 0.03 -0.02
H -5.528500 0.156482 0.298136 -0.01 0.01 -0.02
H -2.992527 2.905554 0.479084 0.03 0.00 -0.02
H -2.194021 2.363672 1.981665 0.01 0.01 -0.02
H -3.812740 3.062829 2.013064 -0.01 0.02 0.02
H -4.376609 -0.644188 2.544569 0.02 -0.05 -0.01
H -4.394714 0.907994 3.352774 -0.02 -0.01 0.02
H -2.849593 0.146472 3.025111 0.00 -0.02 0.00
H -2.867646 -2.242598 2.191095 0.03 0.00 0.03
H -1.286027 -2.312900 1.361492 0.02 -0.01 0.02
H -2.416885 -3.652292 1.248362 -0.02 -0.05 -0.02
H -4.989981 -1.859966 0.831731 -0.02 0.00 0.02
H -4.650611 -3.270406 -0.138315 0.02 -0.04 -0.02
H -4.889635 -1.736252 -0.949993 -0.01 0.03 0.00
H -1.161000 -2.050119 -1.175173 0.03 0.03 -0.02
H -2.674467 -1.940800 -2.124902 0.00 0.02 -0.01
H -2.225759 -3.432605 -1.314752 0.00 -0.03 0.03
```
Positions in Å, forces in eV/Å.

LUMO (spin up / spin down) (eV): -4.56 / -9.30
Largest force on an atom (eV/A): 0.91
Highest occupied orbital energy (spin up / spin down) (eV): -15.0 / -15.2
Energy above the lowest of the compared OMol25 structures with the same formula, charge and spin (kcal per mole): 1.6
Frontier orbital gap (spin up / spin down) (eV): 10.41 / 5.90
Spin multiplicity: 6
Total charge: +2

Results of the natural (NBO) charge analysis, in e, for atoms 1 through 5: atom 1 (Ir): 1.08, atom 2 (C): -0.30, atom 3 (C): 0.01, atom 4 (N): -0.41, atom 5 (N): -0.31

---

Entry 2:
# C18H31Cl2N2O4Ti

C18H31Cl2N2O4Ti as an isolated structure in a non-equilibrium geometry (wB97M-V/def2-TZVPD, OMol25).

```
58
Properties=species:S:1:pos:R:3:forces:R:3
O 1.418488 1.048254 -0.026473 -0.22 -0.52 -0.82
C 1.299405 1.493421 -1.331266 -1.21 -0.69 0.14
C 1.302041 3.029400 -1.381330 -0.15 -0.06 -0.30
C 0.947535 3.774968 -0.258915 -0.08 0.24 0.21
H 0.640449 3.254719 0.642215 0.08 -0.09 -0.19
C 0.944444 5.172831 -0.277102 0.16 -0.05 -0.33
H 0.657641 5.725070 0.627971 0.11 -0.22 -0.45
C 1.310568 5.849212 -1.444653 0.09 -0.03 -0.32
H 1.316150 6.949328 -1.474445 0.00 -0.54 0.00
C 1.675517 5.112242 -2.590777 -0.09 -0.09 0.46
H 1.965431 5.635112 -3.509369 -0.11 -0.19 0.34
C 1.673952 3.709843 -2.545157 -0.09 0.50 0.09
H 1.953952 3.132166 -3.428156 -0.06 0.13 0.15
H 2.160738 1.179364 -1.984714 -0.42 -0.02 0.23
C 0.283690 -0.461590 -2.892480 -0.29 0.07 0.08
C -0.052780 0.790584 -2.093696 2.21 2.16 -0.76
H -0.179808 -0.447052 -3.890940 -0.04 -0.02 0.30
H -0.028472 -1.368131 -2.374029 0.01 -0.08 -0.12
H 1.360366 -0.504743 -3.072516 0.09 -0.03 0.17
C -1.068226 1.617714 -2.444483 0.64 0.18 -0.38
C -2.195395 1.319498 -3.395545 -0.08 -0.04 -0.02
H -1.041177 2.665660 -2.117667 -0.08 -0.51 0.27
H -2.212931 2.010509 -4.254365 0.21 0.05 0.22
H -3.152963 1.456844 -2.885644 -0.03 -0.15 0.04
H -2.173807 0.307495 -3.807507 0.00 0.06 0.25
Ti -0.448631 -0.072605 0.288521 1.89 1.25 0.97
Cl -1.272294 1.747343 1.407758 -1.04 1.75 1.11
Cl -2.303305 -0.657484 -0.860391 -2.26 -1.30 -0.82
C -2.524452 -1.043570 2.291176 2.24 0.28 -1.41
O -1.339685 -1.264480 1.906833 -2.60 -0.36 1.68
N -3.297933 -1.897561 2.972137 -0.64 -0.48 0.43
C -2.859977 -3.211648 3.415394 0.37 0.15 -0.35
C -4.726264 -1.626734 3.164986 0.54 0.37 -0.23
H -2.992501 -0.076932 2.049602 0.07 -0.25 0.00
H -1.794943 -3.357963 3.171913 -0.51 0.16 0.05
H -3.461595 -3.988007 2.928044 0.14 0.04 -0.02
H -3.010936 -3.301755 4.492794 0.07 0.00 0.06
H -4.957357 -0.619385 2.789377 0.08 -0.37 0.13
H -4.989047 -1.685576 4.223515 0.04 0.03 0.03
H -5.333344 -2.357666 2.620178 0.09 0.06 -0.02
H 1.664016 -4.942320 -0.071847 -0.02 0.08 -0.07
H 4.226059 -4.019761 0.217632 -0.03 0.11 -0.04
C 1.658353 -4.153182 -0.835122 0.04 0.25 0.02
C 3.914455 -3.192813 -0.434022 -0.40 -0.02 0.09
N 2.466589 -3.020507 -0.396467 0.61 -1.00 -0.33
H 0.628123 -3.826339 -1.011024 0.31 -0.01 0.06
C 1.904884 -1.911212 0.067119 -3.09 1.55 0.37
O 0.638349 -1.725914 0.035513 3.74 -2.02 -0.52
H 4.401611 -2.273270 -0.103418 -0.08 -0.11 -0.06
H 2.558302 -1.123031 0.476485 -0.20 -0.22 -0.28
H 2.091709 -4.557514 -1.753111 -0.11 0.01 0.00
H 4.235102 -3.429002 -1.457447 -0.04 0.11 0.17
C 0.897846 -0.337803 3.727183 -0.07 0.06 -0.36
O 1.118900 -0.049178 2.341898 0.71 -0.01 0.89
H 0.743219 -1.421180 3.838440 -0.01 0.35 -0.15
H 0.007909 0.189862 4.099330 0.14 -0.09 -0.10
H 1.767049 -0.051012 4.337244 -0.13 -0.04 -0.11
H 1.584982 0.805467 2.270840 -0.54 -0.39 -0.42
```
Positions in Å, forces in eV/Å.

LUMO (spin up / spin down) (eV): 2.49 / 2.44
Largest force on an atom (eV/A): 4.28
Highest occupied orbital energy (spin up / spin down) (eV): -0.8 / -4.3
Energy above the lowest of the compared OMol25 structures with the same formula, charge and spin (kcal per mole): 0.0
Frontier orbital gap (spin up / spin down) (eV): 3.25 / 6.69
Spin multiplicity: 3
Total charge: -1

Results of the natural (NBO) charge analysis, in e, for atoms 1 through 5: atom 1 (O): -0.92, atom 2 (C): 0.12, atom 3 (C): -0.04, atom 4 (C): -0.14, atom 5 (H): 0.25

---

Entry 3:
# C18H31Cl2N2O4Yb

C18H31Cl2N2O4Yb as an isolated structure in a non-equilibrium geometry (wB97M-V/def2-TZVPD, OMol25).

```
58
Properties=species:S:1:pos:R:3:forces:R:3
O 0.638794 -0.663642 -4.126981 -0.85 1.01 -0.66
C 0.040893 0.095041 -4.886008 0.53 -0.69 0.27
C 0.020490 1.569321 -4.831981 0.10 0.67 0.29
C 0.387968 2.291656 -3.679028 0.15 0.10 -0.39
H 0.496982 1.778057 -2.722093 0.11 0.16 -0.24
C 0.604824 3.671669 -3.763556 -0.32 -0.21 0.02
H 0.955425 4.206548 -2.872272 -0.29 -0.17 -0.40
C 0.341368 4.351185 -4.962731 0.08 -0.42 -0.09
H 0.497206 5.431572 -5.018497 -0.08 -0.38 0.00
C -0.119680 3.645799 -6.088689 0.05 0.24 0.23
H -0.352826 4.180915 -7.017076 0.12 -0.25 0.44
C -0.274395 2.264228 -6.019506 -0.04 -0.26 0.16
H -0.635782 1.691438 -6.882498 0.24 0.29 0.26
H -0.474927 -0.313595 -5.779105 0.01 -0.09 0.16
C -2.840444 -1.258275 -1.637781 0.55 -1.46 -0.50
C -2.869210 -0.072821 -0.821015 -2.78 1.33 -1.92
H -3.629125 -1.295882 -2.414712 0.26 0.30 0.49
H -2.975308 -2.129950 -0.982231 0.15 -0.10 -0.38
H -1.877908 -1.358896 -2.173546 -0.05 -0.28 -0.07
C -2.849385 1.227540 -0.994548 -0.41 0.79 -0.30
C -3.778106 2.197534 -0.290413 0.29 -0.13 0.53
H -2.145620 1.703747 -1.688704 -0.26 -0.08 -0.36
H -4.560651 2.539762 -0.986788 0.31 -0.14 0.06
H -3.217601 3.064427 0.067473 -0.10 0.03 -0.04
H -4.256020 1.699151 0.565763 0.14 0.24 -0.38
Yb -1.084929 -0.143980 0.549270 2.03 -0.20 1.11
Cl -0.220311 2.326204 0.235511 0.24 0.47 -0.12
Cl -3.264410 -0.294535 1.801970 -0.61 -0.42 1.30
H 4.460118 1.106501 -2.585921 -0.23 -0.02 -0.02
H 4.098171 2.264155 -0.420257 -0.13 -0.11 0.17
C 3.378306 1.296455 -2.592207 -0.06 0.01 -0.04
C 3.274231 1.611485 -0.117709 -0.13 0.19 0.27
N 2.793059 0.930345 -1.309401 -0.27 -0.53 -0.02
H 2.903824 0.712152 -3.389738 0.13 0.15 0.18
C 1.860413 -0.027959 -1.196610 -0.01 0.08 0.35
O 1.341865 -0.378104 -0.116226 0.66 0.10 -1.03
H 3.634013 0.878991 0.620250 -0.09 0.23 -0.21
H 1.571710 -0.497263 -2.160552 0.15 0.29 0.37
H 3.219193 2.367528 -2.790940 -0.01 -0.33 0.05
H 2.458537 2.207450 0.323540 0.29 -0.22 -0.11
H 0.002375 -6.025626 0.644650 -0.18 0.22 0.00
H 1.563103 -5.754800 -1.296782 -0.14 0.27 -0.13
C -0.681414 -5.291753 0.195169 0.03 -0.19 0.01
C 0.865463 -5.016775 -1.721041 0.04 -0.05 0.03
N 0.084233 -4.400564 -0.661533 -0.02 0.23 -0.11
H -1.187660 -4.715767 0.972801 0.11 -0.09 -0.19
C 0.000639 -3.065992 -0.557774 -0.69 0.31 0.63
O -0.724652 -2.470852 0.263665 0.92 -0.93 -0.99
H 1.425515 -4.232335 -2.239192 -0.05 -0.26 0.01
H 0.632476 -2.520374 -1.288286 -0.24 -0.20 0.33
H -1.415047 -5.850546 -0.403829 0.09 0.21 0.15
H 0.213792 -5.537033 -2.440767 0.16 0.19 0.20
C -0.184456 0.717009 3.360206 0.10 0.31 0.14
O 0.320054 -0.297324 2.464612 0.34 0.25 0.42
H -1.251961 0.510038 3.503695 0.34 -0.07 0.11
H -0.097489 1.713448 2.897859 0.06 -0.31 0.18
H 0.364267 0.686319 4.311555 -0.25 -0.01 -0.18
H 1.234209 -0.083526 2.210031 -0.47 -0.03 -0.02
```
Positions in Å, forces in eV/Å.

LUMO (spin up / spin down) (eV): -0.38 / -0.38
Largest force on an atom (eV/A): 3.63
Highest occupied orbital energy (spin up / spin down) (eV): -6.0 / -5.9
Energy above the lowest of the compared OMol25 structures with the same formula, charge and spin (kcal per mole): 29.6
Frontier orbital gap (spin up / spin down) (eV): 5.63 / 5.47
Spin multiplicity: 2

Results of the natural (NBO) charge analysis, in e, for atoms 1 through 5: atom 1 (O): -0.57, atom 2 (C): 0.44, atom 3 (C): -0.21, atom 4 (C): -0.15, atom 5 (H): 0.24

---

Entry 4:
# C18H31N6O6PdSSeSi

C18H31N6O6PdSSeSi as an isolated structure in a non-equilibrium geometry (wB97M-V/def2-TZVPD, OMol25).

```
65
Properties=species:S:1:pos:R:3:forces:R:3
Pd -0.296800 -0.142000 0.928800 4.38 -0.50 2.36
C 4.819700 1.487600 4.977900 -0.42 -0.54 -0.18
Si 3.632400 0.008700 4.693400 0.77 0.09 0.65
C 2.175500 0.260200 5.881100 0.35 -0.12 -0.49
C 4.612000 -1.575600 5.159000 -0.42 0.58 -0.16
C 3.313500 -0.079500 2.834200 -0.17 0.18 0.26
C 4.318600 0.178400 1.922300 -0.09 -0.04 0.10
C 4.071000 0.130700 0.553500 -0.14 -0.15 -0.11
C 2.798200 -0.196800 0.134100 0.23 0.04 -0.44
N 1.814200 -0.452100 0.982200 -0.69 0.43 0.67
C 2.040100 -0.373800 2.308700 0.52 -0.29 -0.12
S 0.671000 -0.704100 3.267900 -1.30 0.18 -0.96
H 5.130900 1.552100 6.016400 0.01 -0.07 0.23
H 4.331400 2.421200 4.719100 -0.15 0.19 -0.08
H 5.717700 1.408300 4.374200 0.20 -0.04 -0.15
H 2.526200 0.518200 6.876800 0.26 0.04 0.16
H 1.556600 -0.626000 5.947900 -0.08 -0.18 0.04
H 1.537100 1.060400 5.524100 -0.11 0.18 -0.09
H 5.031800 -1.509600 6.158200 0.04 0.08 0.24
H 5.433900 -1.733600 4.466800 0.15 0.02 -0.18
H 3.981300 -2.457300 5.122600 -0.20 -0.18 -0.04
H 5.313400 0.417300 2.270100 0.15 0.09 0.05
H 4.842700 0.348700 -0.169200 0.03 -0.08 -0.05
H 2.566000 -0.295300 -0.917100 -0.11 0.14 -0.08
C -1.150500 4.726600 1.876400 -0.05 0.17 0.33
N -0.723600 3.864600 0.800100 -0.01 -0.17 -0.07
C -1.258000 4.010800 -0.429000 0.17 -0.36 -0.40
C -0.956300 3.163400 -1.443200 -0.27 0.22 0.13
C -0.140600 2.044600 -1.122600 0.44 0.36 0.19
N 0.402100 1.919000 0.076200 -0.21 -0.26 -0.85
C 0.138100 2.785200 1.089900 0.17 0.47 -0.02
O 0.657600 2.690500 2.183800 0.01 0.12 0.26
N 0.193600 1.121100 -2.063300 0.15 -0.05 0.08
H -0.991400 5.774100 1.607300 0.00 -0.05 0.03
H -0.556200 4.475100 2.753400 -0.08 0.06 -0.10
H -2.206400 4.561800 2.099700 0.04 -0.03 0.01
H -1.939300 4.844500 -0.556100 0.05 -0.04 0.02
H -1.384000 3.277600 -2.422200 -0.13 0.04 -0.11
H -0.498200 1.010600 -2.789800 -0.04 -0.04 0.11
H 0.445100 0.219000 -1.651400 -0.21 0.20 -0.31
O -4.368100 -0.046400 0.452100 -1.46 -0.02 0.20
Se -2.779800 0.005800 0.468200 -2.57 -0.56 -0.86
O -2.121900 -1.376000 1.075400 -0.61 -0.75 0.20
O -2.207000 0.205900 -1.034800 0.48 0.15 -1.00
O -2.176400 1.215800 1.372400 0.68 0.72 0.92
C -1.650500 -2.141100 -2.997400 0.10 0.13 -0.08
N -1.566700 -3.122900 -1.928600 0.16 0.40 0.14
C -2.876500 -3.464500 -1.395400 -0.27 -0.07 0.05
C -0.576900 -2.850200 -0.996900 0.16 -0.34 -0.31
O 0.102800 -1.825100 -1.017700 0.18 -0.18 -0.19
N -0.338900 -3.861900 -0.108500 -0.01 0.10 0.16
C 0.482800 -3.554600 1.041100 -0.16 0.52 0.04
C -0.411300 -5.254800 -0.472800 -0.02 -0.05 -0.07
H -2.344600 -2.518000 -3.748100 -0.02 -0.01 -0.07
H -0.662900 -2.028900 -3.443100 -0.02 0.04 -0.10
H -1.990100 -1.174000 -2.610400 -0.03 -0.08 -0.07
H -3.470300 -2.557600 -1.240900 -0.01 -0.04 0.01
H -2.775400 -3.953600 -0.432000 -0.02 -0.04 0.02
H -3.396300 -4.123600 -2.095200 -0.03 -0.03 0.02
H 0.079600 -2.648900 1.521300 0.29 -0.48 -0.07
H 1.527500 -3.374000 0.760500 0.00 -0.04 0.07
H 0.426300 -4.389200 1.738500 0.00 0.02 0.05
H -0.948400 -5.377100 -1.410700 0.00 0.00 0.08
H -0.911500 -5.827200 0.314500 -0.01 -0.03 -0.08
H 0.604900 -5.656400 -0.598300 -0.09 -0.06 0.01
```
Positions in Å, forces in eV/Å.

LUMO (spin up / spin down) (eV): 1.65 / 1.85
Largest force on an atom (eV/A): 5.01
Highest occupied orbital energy (spin up / spin down) (eV): -4.5 / -4.6
Energy above the lowest of the compared OMol25 structures with the same formula, charge and spin (kcal per mole): 72.7
Frontier orbital gap (spin up / spin down) (eV): 6.17 / 6.44
Spin multiplicity: 1
Total charge: -1

Results of the natural (NBO) charge analysis, in e, for atoms 1 through 5: atom 1 (Pd): 1.02, atom 2 (C): -1.09, atom 3 (Si): 1.62, atom 4 (C): -1.10, atom 5 (C): -1.09